# 1
{"formula": "C30H20CuN2O4P", "method": "wB97M-V/def2-TZVPD", "symbols": ["Cu", "P", "O", "O", "O", "O", "N", "N", "C", "C", "C", "C", "C", "C", "C", "C", "C", "C", "C", "C", "C", "C", "C", "C", "C", "C", "C", "C", "C", "C", "C", "C", "C", "C", "C", "C", "C", "C", "H", "H", "H", "H", "H", "H", "H", "H", "H", "H", "H", "H", "H", "H", "H", "H", "H", "H", "H", "H"], "positions_angstrom": [[0.075, -0.424, 1.201], [-1.178, -0.798, -1.099], [1.854, -2.854, 3.811], [-0.777, -3.773, 3.308], [1.662, -1.722, 1.897], [-1.023, -1.922, 2.070], [0.622, 0.438, 3.877], [2.833, 3.480, 7.689], [2.864, -2.685, -2.317], [-4.035, -2.503, -4.380], [-4.505, -1.804, -3.275], [-0.764, 3.629, -2.436], [0.286, 1.355, 0.418], [-0.298, 1.836, -0.807], [2.440, -1.537, -2.977], [-1.593, 1.409, -2.832], [-0.155, 3.192, -1.231], [-2.233, -1.468, -2.483], [1.200, -2.439, 2.843], [-1.031, 0.947, -1.665], [2.086, -3.225, -1.304], [0.883, -2.626, -0.953], [0.444, -1.485, -1.620], [0.463, 2.253, 5.424], [1.202, 3.634, 0.696], [0.605, 4.088, -0.447], [-1.471, 2.762, -3.214], [1.869, 0.207, 4.280], [-2.669, -2.696, -4.529], [-0.057, 1.431, 4.436], [1.038, 2.296, 1.111], [2.485, 0.970, 5.266], [1.237, -0.941, -2.628], [-3.613, -1.309, -2.335], [-1.779, -2.181, -3.593], [2.361, 2.827, 6.868], [1.766, 2.009, 5.845], [-0.341, -2.763, 2.751], [1.802, 4.308, 1.301], [2.428, -4.091, -0.752], [3.053, -1.096, -3.756], [0.709, 5.119, -0.773], [-4.729, -2.902, -5.111], [-0.643, 4.668, -2.729], [-0.119, 3.058, 5.853], [-1.063, 1.584, 4.058], [-3.986, -0.789, -1.458], [-5.570, -1.658, -3.137], [-1.929, 3.100, -4.138], [-2.288, -3.248, -5.380], [0.302, -3.018, -0.128], [3.812, -3.142, -2.577], [0.913, -0.038, -3.133], [-2.134, 0.736, -3.484], [2.374, -0.623, 3.794], [3.498, 0.757, 5.577], [-0.715, -2.337, -3.728], [1.531, 2.005, 2.032]], "forces_ev_per_angstrom": [[-0.0254, 0.0522, 0.0370], [-0.1235, 0.0154, 0.0037], [-0.0016, -0.0354, 0.0419], [-0.0069, -0.0067, -0.0161], [-0.0394, 0.0153, 0.0398], [0.1150, -0.0109, -0.0348], [0.0168, -0.0313, 0.0956], [-0.0031, 0.0085, 0.0005], [0.0154, 0.0020, -0.0130], [0.0255, -0.0122, -0.0134], [0.0140, 0.0227, 0.0357], [0.0158, 0.0072, 0.0052], [-0.0153, -0.0574, -0.0409], [0.0190, 0.0728, -0.0136], [-0.0221, 0.0056, 0.0093], [0.0067, -0.0089, 0.0244], [-0.0298, -0.0621, 0.0080], [0.0467, -0.0047, -0.0177], [0.0298, -0.0284, -0.0792], [0.0100, 0.0224, -0.0281], [-0.0269, 0.0169, 0.0152], [0.0506, -0.0319, -0.0065], [0.0145, -0.0145, 0.0014], [-0.0210, 0.0008, 0.0040], [0.0125, -0.0167, 0.0209], [-0.0009, 0.0040, 0.0009], [-0.0029, 0.0024, -0.0106], [0.0090, 0.0173, -0.0076], [-0.0264, 0.0029, -0.0015], [0.0013, 0.0275, -0.0430], [-0.0016, -0.0025, -0.0262], [0.0192, -0.0142, -0.0122], [0.0129, -0.0026, 0.0167], [-0.0334, 0.0004, -0.0262], [0.0093, 0.0065, 0.0051], [0.0227, 0.0203, 0.0400], [-0.0223, -0.0217, -0.0424], [-0.0294, 0.0186, 0.0185], [-0.0040, 0.0123, -0.0102], [0.0038, -0.0004, -0.0011], [0.0095, -0.0064, -0.0010], [0.0083, 0.0008, 0.0037], [0.0035, -0.0044, -0.0031], [-0.0048, -0.0023, -0.0052], [-0.0088, -0.0018, -0.0081], [-0.0055, 0.0102, 0.0208], [-0.0015, 0.0002, -0.0008], [-0.0007, 0.0000, -0.0013], [0.0000, -0.0015, 0.0009], [-0.0068, -0.0022, -0.0031], [-0.0198, 0.0078, 0.0049], [0.0015, 0.0040, -0.0027], [-0.0050, 0.0093, -0.0021], [-0.0021, -0.0102, -0.0029], [0.0191, 0.0205, 0.0252], [-0.0020, -0.0087, -0.0066], [-0.0169, 0.0014, 0.0038], [-0.0023, -0.0080, -0.0018]], "mulliken_charge": [-0.50, 0.66, -0.75, -0.77, -0.62, -0.70, 0.02, -0.56, -0.47, -0.42, -0.61, -0.85, -1.41, 1.01, -0.62, -0.27, 1.06, -0.19, 0.67, 1.18, -0.51, -0.48, 0.53, -0.60, -0.93, -0.91, -0.79, -0.15, -0.70, -0.49, 0.00, -0.78, -0.29, -0.11, -0.02, -0.04, 0.76, 0.47, 0.38, 0.38, 0.37, 0.27, 0.35, 0.28, 0.43, 0.38, 0.39, 0.37, 0.38, 0.38, 0.32, 0.34, 0.39, 0.28, 0.41, 0.43, 0.32, 0.35], "total_charge": -2}



# 2
{"formula": "C19H17NO5", "method": "wB97M-V/def2-TZVPD", "symbols": ["O", "O", "O", "O", "O", "N", "C", "C", "C", "C", "C", "C", "C", "C", "C", "C", "C", "C", "C", "C", "C", "C", "C", "C", "C", "H", "H", "H", "H", "H", "H", "H", "H", "H", "H", "H", "H", "H", "H", "H", "H", "H"], "positions_angstrom": [[2.346, -3.795, -0.793], [-4.558, 0.555, -0.604], [-1.758, 2.487, 2.717], [1.586, -2.893, 2.539], [-3.329, 0.310, 1.241], [1.194, -1.978, -0.080], [-1.866, 3.240, -2.231], [1.608, -0.544, -2.074], [-0.818, 3.704, -1.451], [2.001, -3.057, 0.105], [-0.568, 0.586, 1.950], [0.323, -1.103, 3.403], [-2.753, 2.314, -1.717], [0.889, -1.749, 2.311], [-2.587, 1.839, -0.418], [-0.403, 0.056, 3.227], [3.085, -0.904, -2.170], [-1.349, 1.831, 1.787], [2.503, -3.250, 1.529], [-3.503, 0.841, 0.171], [0.780, -1.664, -1.437], [-0.651, 3.241, -0.156], [0.705, -1.244, 1.012], [-0.018, -0.073, 0.852], [-1.527, 2.302, 0.369], [2.747, -4.303, 1.680], [1.500, 0.382, -1.505], [-3.577, 1.948, -2.308], [-0.174, 0.339, -0.131], [-0.283, -1.410, -1.434], [-0.850, 0.568, 4.063], [-1.993, 3.606, -3.239], [3.214, -1.852, -2.685], [0.923, -2.581, -2.015], [1.208, -0.369, -3.075], [3.428, -2.658, 1.636], [0.160, 3.607, 0.455], [3.627, -0.134, -2.713], [3.525, -0.995, -1.179], [0.465, -1.538, 4.379], [-0.129, 4.433, -1.851], [-5.125, -0.093, -0.157]], "forces_ev_per_angstrom": [[0.2284, -0.1120, -0.0167], [-0.3146, 0.0621, -0.4331], [0.0833, -0.0024, -0.1240], [-0.3693, 0.0400, 0.0238], [-0.1290, 0.0895, -0.1601], [-0.0757, -0.0399, -0.1799], [0.0379, 0.0412, -0.0573], [0.0357, -0.1997, 0.0999], [-0.0165, -0.0175, -0.0150], [0.0189, -0.2050, 0.3886], [0.2871, -0.3918, 0.3226], [0.1281, -0.1338, -0.1919], [-0.0276, -0.0863, 0.1487], [-0.1049, 0.3997, -0.0416], [0.2673, 0.2319, -0.0735], [-0.0168, 0.1290, -0.2144], [-0.1715, 0.0763, -0.0537], [0.1484, 0.0587, 0.0803], [0.4657, -0.1756, -0.2063], [-0.1608, -0.4506, 0.4370], [-0.0327, 0.1352, -0.4036], [-0.0601, -0.1056, 0.0914], [0.0430, -0.1026, 0.5126], [-0.0515, 0.1089, 0.2508], [-0.4453, 0.2205, -0.2152], [-0.0489, 0.1961, -0.1320], [-0.0778, 0.0546, -0.0548], [-0.0569, -0.0066, -0.0547], [0.0325, -0.0220, -0.1211], [0.0401, -0.0654, 0.0330], [-0.0394, 0.0428, 0.0882], [-0.0126, 0.0248, -0.0803], [0.0739, -0.0916, -0.0448], [-0.1267, 0.1485, 0.0773], [-0.0643, 0.0646, 0.0058], [-0.1337, -0.0862, -0.0279], [0.0802, 0.0424, 0.0604], [0.1055, 0.0532, -0.0099], [0.1011, -0.0254, 0.0792], [0.0334, -0.0504, 0.1212], [0.0552, 0.0627, -0.0324], [0.2708, 0.0878, 0.1235]], "mulliken_charge": [-0.63, -0.48, -0.63, -0.52, -0.55, 0.26, -0.58, -0.01, -0.69, 0.65, -0.57, -0.72, -0.70, 0.54, 0.55, -1.08, -1.33, 0.20, -0.42, 0.63, -1.44, -0.23, 0.52, 0.14, 0.57, 0.30, 0.15, 0.49, 0.20, 0.47, 0.53, 0.44, 0.31, 0.53, 0.48, 0.21, 0.49, 0.44, 0.26, 0.46, 0.43, 0.35]}



# 3
{"formula": "C36H42NO17", "method": "wB97M-V/def2-TZVPD", "symbols": ["O", "O", "O", "O", "O", "O", "O", "O", "O", "O", "O", "O", "O", "O", "O", "O", "O", "N", "C", "C", "C", "C", "C", "C", "C", "C", "C", "C", "C", "C", "C", "C", "C", "C", "C", "C", "C", "C", "C", "C", "C", "C", "C", "C", "C", "C", "C", "C", "C", "C", "C", "C", "C", "C", "H", "H", "H", "H", "H", "H", "H", "H", "H", "H", "H", "H", "H", "H", "H", "H", "H", "H", "H", "H", "H", "H", "H", "H", "H", "H", "H", "H", "H", "H", "H", "H", "H", "H", "H", "H", "H", "H", "H", "H", "H", "H"], "positions_angstrom": [[-2.305, 3.237, -0.668], [0.636, -2.130, -4.985], [4.488, 2.718, 1.545], [-3.931, 1.089, -0.248], [-5.164, -2.582, 2.379], [-4.798, 4.205, -0.617], [-6.398, 2.123, -0.113], [-1.364, -3.118, 9.358], [-7.589, -1.628, 2.435], [-3.569, 7.952, -3.142], [4.263, -1.453, 4.776], [-0.217, -5.460, 9.197], [2.839, -3.508, 6.196], [-1.144, 6.968, -3.258], [2.506, 1.074, 1.225], [1.762, -1.192, 6.415], [6.223, 0.251, 5.148], [-0.212, -1.426, -4.110], [-6.162, 0.977, 0.496], [-2.750, -1.366, -3.785], [-0.389, -3.152, 8.632], [2.970, -0.776, -3.369], [4.341, 0.395, -1.620], [-1.564, -1.243, -4.749], [-4.422, -0.787, 1.068], [4.264, -0.499, 4.019], [-7.116, 0.307, 1.164], [-3.976, 4.876, -1.223], [3.364, 0.789, 2.196], [-4.752, 0.449, 0.400], [-6.797, -0.944, 1.819], [-5.377, -1.451, 1.741], [1.891, -3.494, 6.956], [3.000, -1.465, -4.756], [3.396, -2.936, -4.658], [-2.487, -1.074, -2.290], [5.468, 1.589, 3.376], [3.814, 1.547, -3.799], [-3.352, 6.805, -2.527], [4.133, 0.197, -3.138], [0.130, -2.006, 7.907], [0.316, -4.480, 8.485], [-0.293, -2.134, -2.806], [3.266, -0.287, 2.986], [-1.935, 6.299, -2.623], [5.370, 0.515, 4.174], [-1.602, 5.055, -1.957], [4.483, 1.790, 2.334], [-1.018, -1.182, -1.872], [1.203, -2.164, 7.121], [-4.304, 6.128, -1.867], [1.703, -1.306, -5.525], [-2.551, 4.377, -1.294], [1.386, -4.636, 7.694], [1.389, -0.262, -5.593], [1.834, -1.661, -6.545], [-0.371, -1.057, 8.031], [3.470, 0.020, -1.086], [6.258, 2.319, 3.476], [-3.403, -1.142, 1.009], [-3.226, -2.335, -3.891], [0.725, -2.347, -2.501], [5.033, -0.212, -3.597], [2.469, -1.012, 2.893], [-0.856, -3.054, -2.933], [3.931, 1.527, -4.881], [-0.579, 4.711, -2.015], [2.923, -1.529, -2.582], [2.832, 1.909, 0.831], [-8.131, 0.670, 1.238], [-6.021, -2.840, 2.775], [2.699, -3.511, -4.053], [2.523, -1.607, 5.949], [5.928, -0.582, 5.563], [-0.552, -0.194, -1.961], [-3.044, -1.820, -1.723], [-5.568, 2.448, -0.524], [-3.135, 2.907, -0.263], [-2.718, 8.223, -3.536], [-2.897, -0.119, -1.985], [-1.626, -2.029, -5.496], [-0.976, -5.071, 9.672], [2.056, -0.173, -3.305], [4.403, -3.043, -4.266], [4.465, 2.318, -3.396], [3.778, -0.973, -5.345], [-5.323, 6.481, -1.794], [3.400, -3.389, -5.651], [-0.899, -1.482, -0.837], [5.199, -0.174, -1.268], [-3.488, -0.646, -4.133], [-1.544, -0.303, -5.291], [4.498, 1.438, -1.361], [2.795, 1.844, -3.546], [0.174, -0.501, -3.906], [1.895, -5.583, 7.581]], "forces_ev_per_angstrom": [[-0.1386, 0.0517, 0.0936], [-0.2065, 0.3589, 0.0019], [-0.1183, 0.0038, -0.1212], [-0.2185, 0.0897, 0.0481], [-0.0323, -0.0294, 0.0099], [0.3438, -0.1272, -0.1013], [0.1916, -0.2688, -0.1390], [-0.0382, -0.1417, 0.0764], [0.0613, -0.1352, 0.0718], [0.0374, 0.0130, -0.0321], [0.0999, 0.2224, 0.0681], [-0.0199, 0.0165, -0.0016], [0.0619, -0.2417, 0.0120], [-0.0513, 0.1107, -0.0595], [-0.0473, -0.0059, -0.0302], [-0.0216, -0.0565, -0.0021], [-0.0295, -0.0389, -0.0039], [-0.3083, -0.3820, 0.0119], [-0.2306, 0.0342, 0.0529], [-0.0989, 0.6181, 0.2149], [0.0632, 0.3665, -0.1494], [0.0493, -0.1559, -0.7171], [0.0541, -0.3524, -0.3405], [-0.2439, -0.3159, -0.2660], [0.0793, 0.0737, -0.1401], [-0.2661, -0.0256, -0.2473], [-0.0583, -0.1156, 0.0784], [-0.2208, 0.3365, -0.0714], [-0.1425, -0.1353, 0.0069], [0.1710, -0.2448, 0.1317], [-0.2088, 0.3167, -0.1218], [0.2070, -0.0608, -0.0101], [-0.0923, -0.2601, 0.1511], [0.0685, 0.0035, 0.5248], [-0.0021, -0.0331, -0.4498], [-0.1527, -0.4190, 0.2543], [-0.0208, 0.1376, -0.1302], [0.1733, -0.2115, 0.1633], [-0.1936, 0.0453, 0.0447], [-0.4177, 0.4268, 0.4425], [-0.1502, -0.0080, 0.1027], [0.1033, -0.1440, -0.0269], [-0.0044, 0.1463, 0.5289], [-0.0036, -0.1370, 0.1015], [0.1740, -0.2548, 0.1188], [0.1480, 0.1053, -0.0062], [0.0574, 0.0563, -0.0956], [0.3283, 0.0327, 0.2473], [-0.0733, 0.3673, -0.4673], [-0.0968, 0.2529, 0.0233], [-0.0640, -0.0770, 0.0667], [0.5565, -0.0728, -0.3313], [0.1446, -0.0087, 0.0075], [0.1700, 0.0056, -0.1423], [-0.1647, 0.0573, 0.1132], [-0.1485, -0.1269, -0.0326], [0.0108, 0.0068, -0.0072], [-0.0682, 0.1654, 0.2091], [0.0148, -0.0173, 0.0289], [0.0006, -0.0072, 0.0447], [0.2038, -0.1794, -0.0726], [0.0827, -0.0441, -0.0315], [0.1197, -0.0727, 0.0508], [-0.0061, 0.0111, -0.0040], [0.1128, -0.1477, -0.2419], [-0.0964, 0.0161, -0.0965], [0.0017, -0.0140, 0.0332], [0.0725, -0.0779, 0.0635], [0.0419, 0.0724, -0.0038], [0.0057, 0.0366, -0.0264], [-0.0586, -0.0028, 0.0192], [0.0004, 0.0046, 0.1808], [0.0644, -0.0065, -0.0430], [-0.0088, -0.0487, 0.0270], [0.1539, 0.0208, 0.1632], [-0.0882, -0.0050, 0.0288], [-0.1935, 0.1910, 0.2169], [0.1478, -0.0548, -0.2025], [0.0473, 0.0154, -0.0204], [0.0622, 0.1823, -0.0487], [0.1399, -0.0757, -0.0304], [-0.0521, 0.0388, 0.0283], [-0.0640, 0.0505, 0.3155], [0.0140, 0.0091, 0.2083], [0.1609, 0.0831, -0.1733], [-0.1333, 0.1571, -0.1978], [0.0030, 0.0160, -0.0128], [0.0242, -0.0498, -0.0386], [-0.0213, -0.1075, 0.0750], [0.0563, -0.0240, 0.0814], [-0.1038, -0.0472, -0.0874], [0.0901, 0.1691, 0.1262], [0.0387, 0.0806, 0.0755], [-0.0907, 0.0700, -0.0587], [0.2800, -0.0606, -0.1346], [-0.0239, -0.0169, 0.0238]], "mulliken_charge": [-0.49, -0.42, -0.65, -0.59, -0.58, -0.65, -0.56, -0.62, -0.60, -0.56, -0.63, -0.56, -0.57, -0.61, -0.50, -0.52, -0.58, 0.09, 0.36, -0.83, 1.12, -0.74, -1.52, -0.65, -1.05, 0.98, -0.85, 1.03, 0.26, 0.95, 0.98, 0.32, 1.08, 0.69, -1.75, 0.24, -1.01, -1.72, 0.33, 0.72, -0.99, 0.30, -0.74, -0.96, 1.00, 0.28, -0.94, 1.12, -0.72, 0.33, -1.11, -1.05, 0.35, -1.03, 0.38, 0.49, 0.44, 0.34, 0.45, 0.57, 0.41, 0.45, 0.56, 0.49, 0.46, 0.34, 0.51, 0.58, 0.34, 0.46, 0.38, 0.33, 0.26, 0.36, 0.24, 0.28, 0.30, 0.28, 0.37, -0.18, 0.29, 0.37, -0.14, 0.42, 0.49, 0.49, 0.46, 0.45, 0.47, 0.32, 0.36, 0.40, 0.34, 0.36, 0.46, 0.43], "total_charge": 1}



| no. | Kohn-Sham gap (eV) | E_HOMO (eV) | total energy (eV) |
| --- | --- | --- | --- |
| 1 | 5.4 | -0.9 | -96535.0445 |
| 2 | 8.5 | -8.4 | -31707.5520 |
| 3 | 7.3 | -10.8 | -74301.3061 |